Entry i
Computed, not measured: an isolated ion of composition C3H7N4 and charge +1, with ωB97M-V with the def2-TZVPD basis set.

Geometry as XYZ:
```
14
C3H7N4, DFT ωB97M-V with the def2-TZVPD basis set
C -0.30 1.00 0.04
C -1.10 -0.27 -0.15
C 1.86 0.05 -0.58
N 1.02 1.10 -0.24
N -0.34 -1.29 -0.27
N -2.44 0.03 -0.07
N 2.68 -0.58 0.16
H -0.93 1.80 0.23
H 1.50 1.93 -0.48
H -0.83 -2.18 -0.32
H -2.76 0.95 -0.30
H -2.90 -0.72 -0.56
H 2.98 -1.45 -0.25
H 3.06 -0.32 1.11
```

Properties
- charge = +1
- frontier orbital gap (spin up / spin down) (eV) = 7.9 / 7.9
- LUMO (spin up / spin down) (eV) = -5.04 / -5.05

---

Entry ii
Computed, not measured: a 2-piece molecular cluster, C3H7N4 overall, with ωB97M-V with the def2-TZVPD basis set.

Geometry as XYZ:
```
14
C3H7N4, DFT ωB97M-V with the def2-TZVPD basis set
C -0.26 0.31 -0.88
C -1.03 1.41 -0.20
C -2.03 -1.31 -0.27
N -0.80 -0.82 -1.02
N -1.88 0.84 0.57
N -2.13 -0.32 0.81
N 1.50 0.60 0.63
H 0.59 0.38 -1.55
H -0.67 2.49 -0.13
H -2.88 -1.30 -1.03
H -1.97 -2.24 0.22
H 1.17 1.08 1.47
H 2.52 0.93 0.53
H 1.59 -0.35 0.99
```

Properties
- charge = +1
- frontier orbital gap (spin up / spin down) (eV) = 7.7 / 7.7
- LUMO (spin up / spin down) (eV) = -7.19 / -7.19

---

Relative energies, in kJ/mol, with the most stable structure set to zero: entry i 0.0; entry ii 187.9.

---

Entry i
Computed, not measured: a 2-piece molecular cluster, H2N2O3S overall, with ωB97M-V with the def2-TZVPD basis set.

Geometry as XYZ:
```
8
H2N2O3S, DFT ωB97M-V with the def2-TZVPD basis set
N 0.17 -1.13 0.09
N -0.81 -0.54 0.22
O 2.97 1.81 0.08
O 0.76 1.45 -0.87
O -2.22 -1.15 0.66
S 2.18 1.15 -0.91
H -0.91 0.53 0.15
H -2.15 -2.12 0.59
```

Properties
- frontier orbital gap (eV) = 8.2
- LUMO (eV) = -1.43

---

Entry ii
Computed, not measured: an isolated molecule of H2N2O3S, with ωB97M-V with the def2-TZVPD basis set.

Geometry as XYZ:
```
8
H2N2O3S, DFT ωB97M-V with the def2-TZVPD basis set
N -0.56 -1.02 0.16
N 0.43 1.33 0.14
O -0.84 1.96 -0.28
O 1.03 1.67 1.08
O 1.63 -0.95 -0.97
S 0.39 -0.31 -0.98
H -0.52 -1.71 1.00
H -1.55 -0.98 -0.15
```

Properties
- frontier orbital gap (eV) = 9.7
- LUMO (eV) = -0.39

---

Relative energies, in kJ/mol, with the most stable structure set to zero: entry i 0.0; entry ii 185.8.

---

Entry i
Computed, not measured: an isolated molecule of H2N2O3S, with ωB97M-V with the def2-TZVPD basis set.

Geometry as XYZ:
```
8
H2N2O3S, DFT ωB97M-V with the def2-TZVPD basis set
N 0.20 -0.99 0.08
N -1.29 0.59 -0.13
O -2.31 1.18 -0.20
O 1.94 0.52 -0.89
O -0.22 1.38 0.24
S 1.20 0.37 0.32
H -0.26 -1.32 0.92
H 0.74 -1.74 -0.34
```

Properties
- frontier orbital gap (eV) = 9.7
- LUMO (eV) = 0.16

---

Entry ii
Computed, not measured: an isolated molecule of H2N2O3S, with ωB97M-V with the def2-TZVPD basis set.

Geometry as XYZ:
```
8
H2N2O3S, DFT ωB97M-V with the def2-TZVPD basis set
N 1.42 -0.42 -0.24
N 0.32 -0.97 -0.58
O -1.07 -0.40 1.32
O -2.05 0.07 -0.89
O -0.20 1.44 0.00
S -0.92 0.05 -0.06
H 2.15 -1.08 -0.23
H 0.35 1.32 0.68
```

Properties
- frontier orbital gap (eV) = 9.9
- LUMO (eV) = -1.33

---

Relative energies, in kJ/mol, with the most stable structure set to zero: entry i 142.0; entry ii 0.0.

---

Entry i
Computed, not measured: a 2-piece molecular cluster, C3H8N3 overall, with ωB97M-V with the def2-TZVPD basis set.

Geometry as XYZ:
```
14
C3H8N3, DFT ωB97M-V with the def2-TZVPD basis set
C 2.80 1.59 -0.45
C 1.84 1.36 -1.12
C -1.62 -0.12 -0.47
N -2.67 -0.35 0.28
N -0.30 -0.12 -0.39
N 0.48 -0.40 0.77
H 3.81 1.90 -0.02
H 1.38 0.06 0.55
H 1.09 1.24 -1.75
H -1.97 -0.09 -1.56
H -3.59 -0.34 -0.27
H 0.24 0.09 1.64
H 0.44 -1.45 0.98
H -2.75 -0.09 1.25
```

Properties
- charge = +1
- frontier orbital gap (eV) = 10.8
- LUMO (eV) = -3.61

---

Entry ii
Computed, not measured: an isolated ion of composition C3H8N3 and charge +1, with ωB97M-V with the def2-TZVPD basis set.

Geometry as XYZ:
```
14
C3H8N3, DFT ωB97M-V with the def2-TZVPD basis set
C -0.10 0.98 -1.46
C 0.35 0.08 0.79
C -0.64 -1.18 1.24
N -0.70 1.73 -0.33
N -0.47 1.24 0.77
N 0.78 0.02 -0.67
H -0.96 0.46 -1.89
H 0.40 1.45 -2.24
H 1.32 0.13 1.32
H -1.45 -0.89 1.98
H -0.05 -2.04 1.46
H -1.17 -1.37 0.38
H 0.98 -1.02 -0.75
H 1.72 0.42 -0.60
```

Properties
- charge = +1
- frontier orbital gap (eV) = 10.6
- LUMO (eV) = -4.19

---

Relative energies, in kJ/mol, with the most stable structure set to zero: entry i 131.5; entry ii 0.0.

---

Entry i
Computed, not measured: an isolated ion of composition C3H8N3 and charge +1, with ωB97M-V with the def2-TZVPD basis set.

Geometry as XYZ:
```
14
C3H8N3, DFT ωB97M-V with the def2-TZVPD basis set
C 0.43 -1.12 0.06
C 1.59 -0.13 -0.19
C -0.41 0.17 0.45
N -2.67 -0.22 0.10
N -1.79 0.49 -0.28
N 0.63 0.99 -0.10
H 0.03 -1.36 -0.97
H 0.59 -2.08 0.75
H 2.26 -0.16 0.76
H 2.16 -0.11 -1.14
H -0.48 0.29 1.51
H -3.58 0.22 -0.32
H 0.90 1.77 0.40
H 0.35 1.24 -1.04
```

Properties
- charge = +1
- frontier orbital gap (eV) = 10.1
- LUMO (eV) = -3.65

---

Entry ii
Computed, not measured: an isolated ion of composition C3H8N3 and charge +1, with ωB97M-V with the def2-TZVPD basis set.

Geometry as XYZ:
```
14
C3H8N3, DFT ωB97M-V with the def2-TZVPD basis set
C 1.04 0.01 1.13
C 0.10 0.07 -0.18
C -0.81 -1.27 -0.35
N 2.11 -0.11 0.11
N 1.38 0.03 -0.90
N -0.67 1.29 -0.56
H 1.28 0.92 1.69
H 0.94 -0.85 1.81
H -1.88 -0.83 -0.48
H -0.72 -1.86 0.69
H -0.53 -2.00 -1.14
H -1.05 1.70 0.33
H -1.31 1.04 -1.30
H 0.11 1.87 -0.85
```

Properties
- charge = +1
- frontier orbital gap (eV) = 10.4
- LUMO (eV) = -4.18

---

Relative energies, in kJ/mol, with the most stable structure set to zero: entry i 0.0; entry ii 24.5.

---

Entry i
Computed, not measured: a 2-piece molecular cluster, C3H8N3 overall, with ωB97M-V with the def2-TZVPD basis set.

Geometry as XYZ:
```
14
C3H8N3, DFT ωB97M-V with the def2-TZVPD basis set
C -1.07 -0.27 -0.13
C 0.04 -0.42 -0.76
C 0.53 -0.25 -2.16
N 0.83 -1.54 0.92
N 0.93 -0.90 0.06
N 0.09 1.19 2.07
H -1.38 -0.80 0.75
H -1.97 0.04 -0.73
H 0.20 -1.25 -2.54
H 1.64 -0.05 -2.05
H -0.08 0.47 -2.69
H 0.71 0.58 2.62
H -0.88 1.06 2.44
H 0.41 2.14 2.19
```

Properties
- charge = +1
- frontier orbital gap (eV) = 7.3
- LUMO (eV) = -6.90

---

Entry ii
Computed, not measured: an isolated ion of composition C3H8N3 and charge +1, with ωB97M-V with the def2-TZVPD basis set.

Geometry as XYZ:
```
14
C3H8N3, DFT ωB97M-V with the def2-TZVPD basis set
C -0.31 1.24 -0.07
C -1.38 -0.81 -0.13
C 1.96 0.22 0.05
N -1.51 0.56 0.21
N 0.76 0.00 0.09
N 0.14 -1.08 0.05
H -0.23 1.48 -1.06
H 0.02 1.98 0.56
H -1.85 -1.51 0.61
H -1.48 -1.17 -1.10
H 2.40 1.17 -0.09
H 2.68 -0.62 0.06
H -2.14 0.83 0.92
H 0.53 -1.82 0.63
```

Properties
- charge = +1
- frontier orbital gap (eV) = 10.7
- LUMO (eV) = -3.74

---

Entry iii
Computed, not measured: an isolated ion of composition C3H8N3 and charge +1, with ωB97M-V with the def2-TZVPD basis set.

Geometry as XYZ:
```
14
C3H8N3, DFT ωB97M-V with the def2-TZVPD basis set
C -0.14 -1.23 1.01
C -0.02 -0.37 -1.22
C 0.03 1.65 0.41
N 0.71 -1.14 -0.18
N -1.06 -0.11 0.93
N -0.79 0.70 -0.33
H -0.90 -2.06 1.21
H 0.53 -1.24 2.00
H 0.67 -0.03 -2.08
H -0.74 -0.96 -1.75
H -0.48 2.51 0.85
H 1.08 1.49 0.60
H 1.64 -0.61 -0.10
H -1.70 1.00 -0.53
```

Properties
- charge = +1
- frontier orbital gap (spin up / spin down) (eV) = 9.3 / 9.1
- LUMO (spin up / spin down) (eV) = -5.48 / -5.63

---

Entry iv
Computed, not measured: an isolated ion of composition C3H8N3 and charge +1, with ωB97M-V with the def2-TZVPD basis set.

Geometry as XYZ:
```
14
C3H8N3, DFT ωB97M-V with the def2-TZVPD basis set
C -1.61 0.99 -0.39
C -0.26 -0.73 0.79
C 1.76 -0.10 -0.51
N -1.15 1.05 -1.51
N -1.36 0.32 0.75
N 0.52 -0.69 -0.42
H -2.35 1.76 0.08
H 0.53 -0.47 1.57
H -0.91 -1.58 0.96
H 1.80 1.01 -0.37
H 2.46 -0.48 0.29
H 2.15 -0.35 -1.41
H -1.89 0.33 1.59
H 0.30 -1.05 -1.43
```

Properties
- charge = +1
- frontier orbital gap (spin up / spin down) (eV) = 6.8 / 8.7
- LUMO (spin up / spin down) (eV) = -7.82 / -6.01

---

Relative energies, in kJ/mol, with the most stable structure set to zero: entry i 161.3; entry ii 0.0; entry iii 267.2; entry iv 222.1.